(1)
Here is a cluster of 2 separate species, C4H4S in total from OMol25. Energies are from ωB97M-V with the def2-TZVPD basis set.

Results
Kohn-Sham gap = 10.01 eV
Structure (SMILES) = C#CS.C#C
Lowest unoccupied orbital energy = 0.58 eV

```
! RIJCOSX wB97M-V def2-TZVPD def2/J DEFGRID3
* xyz 0 1
C -2.03700 -0.48852 0.38824
C -2.41181 -0.71620 1.52158
S -3.00603 -0.86882 3.27671
H -1.79719 -0.39456 -0.72594
H -4.13967 -1.54334 3.21668
C 3.71009 0.70195 -2.26279
C 2.97895 1.29186 -1.52432
H 4.06582 -0.09766 -2.86950
H 2.63683 2.11530 -1.02066
*
```

Calculated atomic charges, method Löwdin, unit e:
1. C -0.0209
2. C -0.5285
3. S 0.6652
4. H 0.0627
5. H -0.1786
6. C -0.0028
7. C -0.0036
8. H 0.0158
9. H -0.0093

***

(2)
Here is an isolated molecule of C4H4N2O2 from OMol25. Energies are from ωB97M-V with the def2-TZVPD basis set.

Results
Kohn-Sham gap (spin up / spin down) = 8.66 / 8.67 eV
Lowest unoccupied orbital energy (spin up / spin down) = -1.39 / -1.39 eV

```
! RIJCOSX wB97M-V def2-TZVPD def2/J DEFGRID3
* xyz 0 1
C 0.87232 -1.74664 0.40262
C -1.43929 0.44763 0.00409
C -0.26688 1.45723 0.08987
C 0.55031 0.31219 -0.52215
N -0.12762 -2.21713 -0.16209
N -0.69071 -0.34791 -0.82411
O -2.52810 0.39363 0.47659
O 1.30603 -0.47954 0.38870
H 1.52186 -2.39141 0.99646
H -0.37211 2.31599 -0.56607
H -0.00973 1.73990 1.10683
H 1.18393 0.51606 -1.39074
*
```

Calculated atomic charges, method Löwdin, unit e:
1. C -0.3150
2. C -0.4864
3. C 0.0124
4. C -0.3270
5. N 0.2627
6. N 0.1682
7. O 0.1321
8. O 0.0106
9. H 0.1468
10. H 0.1177
11. H 0.1230
12. H 0.1549

***

(3)
Here is a structure of composition C39H102NO19Sr from OMol25. Energies are from ωB97M-V with the def2-TZVPD basis set.

Results
Kohn-Sham gap = 5.98 eV
Lowest unoccupied orbital energy = -2.96 eV

```
! RIJCOSX wB97M-V def2-TZVPD def2/J DEFGRID3
* xyz 1 1
Sr -0.71872 3.75110 -0.79520
C 1.78033 -1.31206 -1.07384
C 0.34469 -0.73207 -1.21232
C -0.77390 -1.84229 -0.84928
C -1.03064 -2.21886 0.56292
C -1.20267 -0.85889 1.33663
C 0.04738 0.14618 1.21415
N 0.12784 0.40885 -0.27652
O 0.96622 1.69006 -0.61224
C 1.30662 -0.50672 1.94950
C -0.23197 1.41563 2.08443
C 0.09832 -0.28542 -2.64914
H 1.88862 -2.02525 -0.25669
H 2.52204 -0.53938 -0.87151
H 2.26165 -1.72872 -1.95861
H -0.61297 -2.65090 -1.56227
H -1.73358 -1.44682 -1.18201
H -0.17286 -2.70348 1.02925
H -1.77110 -3.01687 0.61771
H -1.35988 -1.12156 2.38277
H -2.05235 -0.27299 0.98612
H 0.92778 -0.76129 2.93934
H 2.08918 0.24543 1.84963
H 1.56071 -1.52292 1.64805
H -0.83302 2.17982 1.59162
H 0.67878 1.89863 2.43849
H -0.70188 1.09732 3.01500
H -0.69120 0.46423 -2.70189
H -0.24068 -1.21897 -3.09822
H 0.84928 0.20826 -3.26593
C -4.39611 -2.72881 1.28285
C -5.67925 -2.00216 1.21560
C -5.98845 -1.37355 2.54515
O -5.72460 -0.92634 0.28911
H -3.86237 -2.52620 0.35431
H -4.48109 -3.79560 1.48984
H -3.75204 -2.23443 2.01008
H -6.51599 -2.64919 0.95232
H -5.26585 -0.61552 2.84739
H -6.07190 -2.07630 3.37418
H -6.97569 -0.91795 2.62193
H -6.14639 -1.28471 -0.49528
C 2.00625 -0.04960 7.71645
C 0.60863 -0.26718 7.13909
C 0.54463 -1.32533 6.00851
O -0.01753 -0.72141 8.27742
H 2.21955 0.81604 8.34356
H 2.52887 0.33438 6.84036
H 2.54107 -0.90404 8.13116
H 0.09483 0.65764 6.87675
H 0.75982 -2.35267 6.30238
H 1.31508 -1.18580 5.25020
H -0.46966 -1.30306 5.60997
H 0.46968 -1.46566 8.63843
C 5.37395 -0.20462 4.00858
C 5.80699 -1.53938 4.75290
C 7.36464 -1.66268 5.01906
O 5.18511 -1.76323 5.98317
H 5.46444 0.63181 4.70160
H 4.32482 -0.29831 3.72815
H 6.03965 0.22770 3.26156
H 5.44701 -2.36296 4.13628
H 7.72407 -2.27382 5.84696
H 7.89565 -0.72824 5.20057
H 7.91764 -1.97225 4.13224
H 4.26400 -1.95598 5.79342
C -6.52475 -0.27099 -4.34567
C -5.22431 -1.05778 -4.38820
C -3.96236 -0.36135 -3.84441
O -5.50437 -2.26214 -3.81078
H -7.31148 -0.82312 -4.85978
H -6.46679 0.70602 -4.82546
H -6.75331 -0.15646 -3.28607
H -4.95652 -1.32756 -5.40978
H -4.00374 0.71122 -3.65470
H -3.13711 -0.75101 -4.44042
H -3.62603 -0.80979 -2.90959
H -4.70812 -2.79295 -3.88706
C 0.72525 -5.34410 -0.83282
C 0.56665 -6.85322 -0.64574
C -0.56667 -7.20827 0.31458
O 0.34045 -7.55089 -1.84003
H -0.11407 -4.84544 -1.31757
H 1.60544 -5.04555 -1.40223
H 0.83240 -4.83488 0.12494
H 1.54081 -7.14611 -0.25418
H -0.31271 -6.90321 1.32974
H -0.61649 -8.28099 0.50139
H -1.57393 -6.85508 0.09372
H -0.36638 -7.10656 -2.31391
C 3.38091 4.73308 5.72015
C 3.08515 3.24801 5.55550
C 1.54692 3.07185 5.06987
O 3.91723 2.63989 4.56095
H 2.93090 5.01924 6.67079
H 2.98487 5.40215 4.95622
H 4.42819 4.89921 5.97257
H 3.27850 2.63335 6.43465
H 1.32079 2.01233 4.94989
H 1.19902 3.56002 4.15952
H 0.82979 3.52353 5.75530
H 4.64250 2.49203 5.17228
C 0.07473 5.61084 1.66292
C -0.28949 6.66576 0.64780
O -1.16074 6.15644 -0.27136
O 0.82975 4.47494 1.04756
H -0.74190 5.14631 2.21558
H 0.58237 6.10410 2.49183
H 0.54774 7.16536 0.16043
H -0.75692 7.54871 1.08371
H -1.76367 6.83527 -0.58322
H 1.73880 4.49134 1.35570
C 0.59278 -4.55727 -5.95415
C -0.07655 -3.72734 -4.82653
O -1.34548 -3.57618 -5.26287
O 0.87003 -3.72015 -7.12317
H -0.06018 -5.37371 -6.26266
H 1.47462 -5.11486 -5.63863
H 0.26708 -2.76432 -4.44889
H -0.10076 -4.21789 -3.85346
H -1.27829 -3.18547 -6.13719
H 1.06378 -4.26756 -7.88763
C 3.77029 1.56262 -2.62145
C 5.05740 0.97605 -3.10388
O 6.09626 1.86510 -3.46334
O 3.99506 2.08131 -1.30239
H 3.01209 0.78448 -2.70936
H 3.37691 2.50613 -2.99980
H 4.83928 0.28015 -3.91398
H 5.47298 0.26923 -2.38570
H 6.43053 2.14598 -2.60837
H 3.13097 1.92619 -0.91395
C -2.17976 4.03381 -3.80749
C -0.75783 3.71951 -4.33058
O -0.24291 2.88952 -3.38142
O -2.18001 4.68055 -2.56002
H -2.74628 3.10908 -3.69786
H -2.57711 4.79187 -4.48244
H -0.22546 4.62728 -4.61452
H -0.83004 3.27341 -5.32249
H 0.40285 2.27985 -3.74596
H -2.98399 5.20516 -2.55718
C -3.62171 2.42208 0.91749
C -4.00377 2.07485 -0.49906
O -2.84168 1.97922 -1.25231
O -2.80256 3.58252 0.86366
H -3.21127 1.57471 1.46666
H -4.52518 2.45993 1.52611
H -4.65651 2.72843 -1.07773
H -4.45729 1.08739 -0.41332
H -2.36489 1.19457 -0.97198
H -3.36922 4.35706 0.83938
C 0.37278 -0.11137 -6.31829
C 1.08182 1.28846 -6.59200
O 1.58549 1.77616 -5.33518
O -0.89480 -0.03251 -5.72045
H 0.96220 -0.85077 -5.77611
H 0.28453 -0.67501 -7.24706
H 0.33818 1.92206 -7.07538
H 1.89254 1.07298 -7.28799
H 2.47153 2.11964 -5.47136
H -0.86740 -0.67674 -5.00925
*
```

Results of the Löwdin charge analysis, in e, for atoms 1 through 99:
1. Sr 1.6334
2. C -0.0224
3. C -0.4464
4. C -0.1352
5. C -0.1812
6. C -0.1121
7. C -0.4225
8. N -0.1083
9. O -0.3929
10. C -0.0222
11. C -0.0400
12. C -0.0381
13. H 0.0583
14. H 0.0680
15. H 0.0780
16. H 0.0932
17. H 0.1005
18. H 0.0914
19. H 0.0961
20. H 0.1038
21. H 0.0851
22. H 0.0576
23. H 0.0876
24. H 0.0537
25. H 0.0335
26. H 0.0575
27. H 0.0864
28. H 0.0742
29. H 0.0590
30. H 0.0666
31. C -0.0533
32. C -0.5062
33. C -0.0685
34. O -0.0558
35. H 0.0703
36. H 0.0975
37. H 0.0719
38. H 0.1433
39. H 0.0778
40. H 0.0865
41. H 0.0795
42. H 0.0880
43. C -0.0627
44. C -0.4873
45. C -0.0382
46. O -0.0592
47. H 0.0823
48. H 0.0503
49. H 0.0914
50. H 0.1348
51. H 0.0792
52. H 0.0530
53. H 0.0756
54. H 0.0905
55. C -0.0340
56. C -0.4478
57. C -0.0444
58. O -0.0544
59. H 0.0462
60. H 0.0612
61. H 0.0799
62. H 0.1203
63. H 0.0712
64. H 0.0636
65. H 0.0669
66. H 0.0770
67. C -0.0396
68. C -0.5373
69. C -0.0228
70. O -0.0287
71. H 0.0831
72. H 0.0782
73. H 0.0760
74. H 0.1296
75. H 0.0690
76. H 0.0595
77. H 0.0623
78. H 0.0972
79. C -0.0645
80. C -0.4915
81. C -0.0608
82. O -0.0371
83. H 0.0553
84. H 0.0811
85. H 0.0715
86. H 0.1395
87. H 0.0728
88. H 0.0778
89. H 0.0798
90. H 0.0859
91. C -0.0592
92. C -0.4319
93. C -0.0321
94. O -0.0669
95. H 0.0789
96. H 0.0751
97. H 0.0797
98. H 0.1230
99. H 0.0531

***

(4)
Here is a structure of composition C4H6F12NaO15S4 from OMol25. Energies are from ωB97M-V with the def2-TZVPD basis set.

Results
Kohn-Sham gap = 6.99 eV
Lowest unoccupied orbital energy = 5.39 eV

```
! RIJCOSX wB97M-V def2-TZVPD def2/J DEFGRID3
* xyz -3 1
Na 0.78651 0.18221 0.09613
C -1.54767 4.14821 2.01700
F -0.23372 4.36182 2.26093
F -2.04293 3.56876 3.12966
F -2.15618 5.32412 1.84022
S -1.71504 3.10504 0.44245
O -1.64164 4.13052 -0.60372
O -0.60109 2.16977 0.55983
O -3.03737 2.49010 0.55201
C 1.55618 -4.66126 -0.63057
F 2.72523 -4.09116 -0.33295
F 1.80630 -5.84008 -1.23755
F 0.87238 -4.97412 0.45824
S 0.56995 -3.49231 -1.81498
O 1.27761 -3.53989 -3.08454
O -0.77510 -4.06269 -1.81420
O 0.67565 -2.20878 -1.12889
C 2.19585 2.92713 -3.42208
F 3.50486 3.01001 -3.07595
F 1.50945 3.77651 -2.67513
F 2.12912 3.35970 -4.70315
S 1.58933 1.16732 -3.27113
O 0.18366 1.32352 -3.53427
O 2.33004 0.41130 -4.26773
O 1.93083 0.85571 -1.88331
C -2.40199 -1.07524 3.56525
F -1.22206 -0.70915 4.13019
F -2.88115 -2.09499 4.28645
F -3.19919 -0.01637 3.65956
S -2.14049 -1.61416 1.77792
O -3.53667 -1.60971 1.34562
O -1.30410 -0.60341 1.09878
O -1.53316 -2.93850 1.81074
O 1.10918 1.02814 2.25935
H 1.73093 1.34246 2.92030
H 0.32996 1.60113 2.34078
O 2.75708 -1.23557 0.60140
H 2.56999 -1.64969 -0.26185
H 3.22570 -1.90541 1.10342
O -2.07063 -0.42035 -1.67820
H -1.65373 -0.31789 -0.80267
H -1.67185 -1.22277 -2.03334
*
```

Calculated atomic charges, method Löwdin, unit e:
1. Na 0.3262
2. C -0.6408
3. F 0.0803
4. F 0.0970
5. F 0.0978
6. S 0.5213
7. O -0.3347
8. O -0.3257
9. O -0.3186
10. C -0.6503
11. F 0.1021
12. F 0.0796
13. F 0.1320
14. S 0.4980
15. O -0.3329
16. O -0.3306
17. O -0.3190
18. C -0.6557
19. F 0.0746
20. F 0.1350
21. F 0.0782
22. S 0.4764
23. O -0.2975
24. O -0.3329
25. O -0.3282
26. C -0.6526
27. F 0.0773
28. F 0.0995
29. F 0.1248
30. S 0.5254
31. O -0.3316
32. O -0.3340
33. O -0.3239
34. O -0.0461
35. H 0.0456
36. H 0.0314
37. O -0.0456
38. H 0.0276
39. H 0.0336
40. O -0.0650
41. H -0.0128
42. H 0.0149

***

no.,calculated total energy (eV)
1,-15042.6648
2,-11284.1411
3,-83312.8058
4,-115329.9322